Record 1
{
  "formula": "C8H14OPSn",
  "method": "ωB97M-V with the def2-TZVPD basis set",
  "e_homo_ha": -0.0357,
  "charge": -1,
  "gap_ev": 3.7961,
  "symbols": ["C", "C", "C", "C", "C", "Sn", "P", "H", "H", "H", "H", "H", "H", "H", "H", "C", "C", "C", "O", "H", "H", "H", "H", "H", "H"],
  "positions_angstrom": [[0.324, 0.636, -2.414], [0.107, -0.068, -3.558], [-0.318, -1.414, -3.647], [-0.340, -2.348, -2.582], [-0.246, -2.050, -1.262], [-0.983, -0.118, -0.909], [-0.088, 2.662, -0.053], [0.773, 1.637, -2.392], [0.317, 0.399, -4.534], [-0.427, -1.822, -4.656], [-0.094, -2.780, -0.461], [-0.401, -3.397, -2.917], [-0.791, 3.501, 0.879], [0.275, 3.651, -1.022], [1.166, 2.545, 0.621], [-1.020, 0.595, 2.901], [0.110, -0.159, 2.290], [1.129, -0.768, 3.198], [0.269, -0.280, 1.050], [-0.932, 0.546, 3.993], [-1.988, 0.156, 2.616], [-1.013, 1.654, 2.600], [1.203, -1.846, 3.005], [2.114, -0.324, 3.008], [0.855, -0.607, 4.244]],
  "lowdin_charge": [-0.40, -0.38, -0.29, -0.38, -0.37, 0.76, 0.61, -0.06, 0.07, 0.05, -0.02, 0.07, -0.17, -0.14, -0.14, -0.04, -0.45, -0.02, -0.19, 0.07, 0.09, 0.06, 0.10, 0.10, 0.07]
}


Record 2
{
  "formula": "C8H14OS",
  "method": "ωB97M-V with the def2-TZVPD basis set",
  "de_lowest_ev": 7.788,
  "e_homo_ha": -0.2663,
  "gap_ev": 7.9933,
  "symbols": ["C", "C", "C", "C", "C", "C", "C", "C", "O", "S", "H", "H", "H", "H", "H", "H", "H", "H", "H", "H", "H", "H", "H", "H"],
  "positions_angstrom": [[-1.324, -1.357, -0.051], [0.099, 1.248, 0.222], [0.784, 0.354, 2.922], [1.601, 1.115, 0.159], [0.434, -2.253, -1.280], [0.968, -2.600, -2.452], [-2.641, -0.662, -0.182], [-0.369, 2.500, -0.514], [-0.795, -1.677, -1.252], [1.104, 1.734, 1.781], [1.689, -0.041, 3.473], [0.452, -0.553, 2.474], [1.994, 0.150, 0.415], [2.251, 1.683, -0.493], [-0.074, 0.817, 3.428], [0.773, -2.748, -0.259], [0.581, -2.144, -3.369], [1.838, -3.274, -2.447], [-3.293, -0.768, 0.721], [-3.193, -0.791, -1.165], [-2.245, 0.450, -0.112], [0.336, 3.376, -0.484], [-1.425, 2.730, -0.052], [-0.223, 2.157, -1.612]],
  "lowdin_charge": [-0.09, -0.48, -0.32, -0.40, -0.26, 0.02, -0.13, -0.21, -0.12, 0.96, 0.07, 0.02, 0.05, 0.08, 0.04, 0.15, 0.07, 0.06, 0.07, 0.09, 0.08, 0.06, 0.10, 0.10]
}


Record 3
{
  "formula": "C8H14OSi",
  "method": "ωB97M-V with the def2-TZVPD basis set",
  "de_lowest_ev": 0.000,
  "e_homo_ha": [-0.1736, -0.3505],
  "multiplicity": 3,
  "gap_ev": [5.6697, 7.9983],
  "symbols": ["C", "C", "C", "C", "C", "C", "C", "C", "O", "Si", "H", "H", "H", "H", "H", "H", "H", "H", "H", "H", "H", "H", "H", "H"],
  "positions_angstrom": [[-1.458, 0.192, 1.206], [-0.389, 0.141, 0.267], [-2.496, -0.086, -0.686], [-2.902, 0.092, 0.636], [-3.023, -0.312, -2.051], [1.814, -1.027, 1.824], [1.910, 1.907, 0.658], [2.198, -0.660, -1.218], [-1.124, -0.083, -0.908], [1.440, 0.098, 0.364], [-1.341, 0.280, 2.202], [-3.834, -0.065, 1.104], [-2.700, 0.562, -2.801], [-4.164, -0.215, -2.112], [-2.702, -1.154, -2.597], [1.387, -0.754, 2.800], [1.330, -1.931, 1.795], [2.923, -1.367, 1.897], [2.123, 2.421, -0.250], [1.186, 2.389, 1.175], [2.844, 2.096, 1.129], [1.382, -1.127, -1.766], [2.815, 0.084, -1.707], [2.782, -1.481, -0.958]],
  "mulliken_spin": [0.75, 0.71, 0.43, -0.21, 0.00, 0.03, 0.03, 0.01, 0.11, -0.01, 0.07, -0.01, 0.04, 0.00, 0.02, 0.00, 0.00, 0.01, 0.00, 0.01, 0.00, 0.00, 0.00, 0.00]
}


Record 4
{
  "formula": "C8H15ClGdI2N2OPS",
  "method": "ωB97M-V with the def2-TZVPD basis set",
  "de_lowest_ev": 0.379,
  "e_homo_ha": [-0.4626, -0.5464],
  "charge": 2,
  "multiplicity": 8,
  "gap_ev": [4.5574, 5.4532],
  "symbols": ["I", "I", "Gd", "P", "C", "C", "H", "H", "H", "C", "H", "H", "H", "H", "H", "H", "C", "O", "Cl", "C", "N", "C", "C", "N", "C", "S", "H", "H", "H", "H", "H", "H"],
  "positions_angstrom": [[2.438, -0.821, 0.232], [0.649, -1.349, 1.970], [-1.844, 1.159, -1.423], [-1.302, -1.791, -1.999], [-0.382, -3.236, -1.370], [-3.007, -2.422, -1.812], [-1.447, -1.253, -4.393], [-1.441, -2.949, -4.142], [0.068, -2.147, -4.075], [-0.980, -2.033, -3.798], [-3.716, -1.660, -2.123], [-3.119, -3.266, -2.476], [-0.805, -4.058, -1.961], [-0.536, -3.462, -0.307], [-3.169, -2.789, -0.803], [0.680, -3.229, -1.633], [3.696, -2.698, 2.703], [4.275, -1.986, 3.457], [-3.122, 1.815, -3.338], [2.475, 3.835, 1.400], [1.311, 3.218, 1.981], [1.262, 2.781, 3.335], [0.050, 2.156, 3.435], [-0.541, 2.049, 2.173], [0.259, 2.699, 1.274], [-0.194, 2.959, -0.417], [3.062, 3.195, 0.779], [2.184, 4.708, 0.863], [3.111, 4.202, 2.176], [2.057, 2.875, 4.104], [-0.456, 1.715, 4.295], [-1.514, 1.782, 1.890]],
  "mulliken_spin": [1.02, 0.93, 4.80, 0.10, 0.01, 0.01, 0.00, 0.00, 0.00, 0.00, 0.00, 0.00, 0.01, 0.00, 0.00, 0.00, 0.00, 0.00, 0.03, 0.00, 0.00, -0.01, 0.01, 0.00, 0.02, 0.05, 0.00, 0.00, 0.00, 0.00, 0.00, 0.01]
}


Record 5
{
  "formula": "C8H15ClN3",
  "method": "ωB97M-V with the def2-TZVPD basis set",
  "de_lowest_ev": 2.606,
  "e_homo_ha": -0.4639,
  "charge": 1,
  "gap_ev": 9.2755,
  "smiles": "[H]/N=C/CN1CC[NH2+][C@@H](C=C)[C@H]1Cl",
  "symbols": ["H", "N", "C", "C", "N", "C", "C", "N", "C", "C", "C", "C", "Cl", "H", "H", "H", "H", "H", "H", "H", "H", "H", "H", "H", "H", "H", "H"],
  "positions_angstrom": [[3.319, 0.737, 1.389], [2.879, 1.193, 0.589], [2.254, 0.370, -0.129], [1.568, 0.848, -1.381], [0.151, 0.500, -1.544], [-0.036, -0.901, -1.937], [-1.153, -1.590, -1.182], [-0.849, -1.423, 0.277], [-1.119, 0.009, 0.682], [-0.499, 0.329, 2.003], [-1.172, 0.983, 2.953], [-0.780, 0.981, -0.524], [-0.319, 2.567, 0.078], [2.220, -0.695, 0.150], [1.744, 1.914, -1.496], [2.085, 0.377, -2.224], [-0.272, -0.967, -3.005], [0.885, -1.480, -1.807], [-1.204, -2.642, -1.455], [-2.121, -1.142, -1.399], [-1.439, -2.061, 0.811], [0.138, -1.655, 0.406], [-2.199, 0.084, 0.845], [0.518, -0.012, 2.189], [-2.219, 0.806, 3.180], [-0.649, 1.715, 3.560], [-1.730, 1.158, -1.029]],
  "lowdin_charge": [0.07, 0.13, -0.27, -0.20, -0.15, -0.16, -0.09, 0.11, -0.26, -0.19, 0.06, -0.61, 0.78, 0.11, 0.10, 0.13, 0.14, 0.13, 0.14, 0.14, 0.19, 0.16, 0.16, 0.10, 0.08, 0.08, 0.11]
}


Record 6
{
  "formula": "C8H15ClN5",
  "method": "ωB97M-V with the def2-TZVPD basis set",
  "de_lowest_ev": 6.441,
  "e_homo_ha": -0.4540,
  "charge": 1,
  "gap_ev": 7.8044,
  "symbols": ["C", "C", "C", "C", "C", "C", "C", "C", "N", "N", "N", "N", "N", "Cl", "H", "H", "H", "H", "H", "H", "H", "H", "H", "H", "H", "H", "H", "H", "H"],
  "positions_angstrom": [[1.567, 0.636, 1.097], [-1.636, 0.232, 0.352], [-3.507, 1.208, 0.624], [-3.754, -0.192, -0.071], [1.500, -1.152, -0.394], [0.748, -0.235, 0.458], [1.354, 1.877, 1.876], [4.100, -1.431, -0.236], [2.868, 0.252, 0.775], [-2.074, 1.160, 1.011], [-2.353, -0.415, -0.558], [2.834, -0.722, -0.063], [-2.094, -1.613, -1.230], [1.139, 2.106, -1.784], [-3.457, 2.120, 0.034], [-4.046, 1.263, 1.465], [-4.151, -0.931, 0.581], [-4.566, -0.072, -0.916], [1.269, -2.147, -0.148], [1.417, -0.746, -1.486], [1.484, 1.652, 2.876], [0.427, 2.323, 1.825], [1.972, 2.528, 1.391], [4.087, -1.681, -1.213], [4.842, -0.791, -0.062], [4.066, -2.231, 0.369], [0.859, 3.313, -1.413], [-2.095, -1.513, -2.246], [-2.798, -2.276, -1.027]],
  "lowdin_charge": [-0.33, -0.15, -0.11, -0.07, -0.11, 0.05, 0.00, 0.07, 0.23, 0.09, -0.16, -0.14, 0.08, 0.37, 0.13, 0.07, 0.10, 0.16, 0.13, 0.18, 0.08, 0.06, 0.06, 0.08, 0.07, 0.08, -0.19, 0.10, 0.07]
}


Record 7
{
  "formula": "C8H15ClNO2",
  "method": "ωB97M-V with the def2-TZVPD basis set",
  "de_lowest_ev": 2.809,
  "e_homo_ha": [-0.4810, -0.4811],
  "charge": 1,
  "gap_ev": [5.8966, 5.9002],
  "symbols": ["C", "C", "C", "C", "C", "C", "C", "C", "N", "O", "O", "Cl", "H", "H", "H", "H", "H", "H", "H", "H", "H", "H", "H", "H", "H", "H", "H"],
  "positions_angstrom": [[-3.001, -0.190, -0.081], [2.435, -1.024, 0.203], [2.136, 0.196, 0.960], [1.614, -1.304, -1.093], [0.520, 0.402, 1.136], [0.124, -1.019, -0.807], [-4.198, 0.148, 1.075], [0.011, 1.435, -1.054], [0.008, 0.316, -0.179], [-3.431, -0.770, -1.021], [-1.986, 0.291, 0.438], [-0.538, -2.397, 0.074], [3.491, -0.995, -0.051], [2.208, -1.818, 0.844], [2.445, 0.063, 2.041], [2.444, 1.121, 0.454], [2.057, -0.887, -2.000], [1.652, -2.317, -1.178], [0.160, -0.432, 1.602], [0.255, 1.380, 1.689], [-0.367, -1.093, -1.780], [-3.872, 0.669, 1.895], [-4.960, 0.724, 0.488], [-4.715, -0.789, 1.141], [1.032, 1.884, -0.776], [-0.093, 1.091, -2.143], [-0.700, 2.254, -0.867]],
  "lowdin_charge": [-0.61, -0.19, -0.11, -0.15, -0.12, -0.61, 0.13, 0.01, -0.15, 0.16, 0.11, 0.81, 0.14, 0.09, 0.15, 0.11, 0.14, 0.06, 0.07, 0.19, 0.12, 0.04, 0.11, 0.09, 0.14, 0.15, 0.12]
}


Record 8
{
  "formula": "C8H15F7MnN2O6S2",
  "method": "ωB97M-V with the def2-TZVPD basis set",
  "e_homo_ha": [-0.4737, -0.5014],
  "charge": 1,
  "multiplicity": 7,
  "gap_ev": [9.0648, 4.0489],
  "symbols": ["Mn", "F", "C", "F", "F", "F", "S", "O", "O", "N", "S", "O", "O", "C", "F", "F", "F", "C", "O", "C", "C", "N", "C", "C", "O", "C", "H", "H", "H", "H", "H", "H", "H", "H", "H", "H", "H", "H", "H", "H", "H"],
  "positions_angstrom": [[-0.420, -0.188, 0.606], [-2.068, -0.313, 1.844], [1.053, 1.668, -2.791], [0.110, 1.531, -3.796], [2.192, 2.074, -3.408], [0.650, 2.615, -1.929], [1.465, 0.035, -1.938], [2.131, -0.899, -2.825], [2.304, 0.238, -0.757], [-0.145, -0.507, -1.307], [-0.568, -1.492, -2.398], [-0.631, -1.002, -3.754], [-0.272, -2.865, -2.196], [-2.459, -1.552, -2.045], [-2.847, -2.697, -2.728], [-2.621, -1.640, -0.686], [-3.060, -0.446, -2.516], [0.987, -3.221, 0.535], [0.614, -1.954, 1.120], [1.643, -1.701, 2.150], [1.236, -0.369, 2.864], [0.990, 0.704, 1.874], [0.140, 1.737, 2.373], [-0.520, 2.700, 1.245], [-1.021, 1.839, 0.115], [-2.173, 2.352, -0.559], [0.047, -3.684, 0.233], [1.512, -3.955, 1.146], [1.454, -3.049, -0.435], [2.607, -1.529, 1.672], [1.702, -2.523, 2.864], [1.872, 0.053, 3.642], [0.331, -0.720, 3.361], [1.888, 1.151, 1.992], [0.690, 2.396, 3.046], [-0.675, 1.252, 2.910], [0.347, 3.243, 0.870], [-1.219, 3.396, 1.709], [-1.969, 3.359, -0.923], [-3.056, 2.455, 0.070], [-2.240, 1.510, -1.249]],
  "mulliken_spin": [4.72, 0.07, 0.00, 0.00, 0.00, 0.00, 0.02, 0.03, 0.02, 0.26, -0.04, 0.33, 0.25, 0.12, 0.03, 0.03, 0.03, 0.01, 0.02, 0.01, -0.01, 0.04, 0.00, 0.00, 0.02, 0.01, 0.00, 0.00, 0.00, 0.00, 0.00, 0.00, 0.00, 0.01, 0.00, 0.00, 0.00, 0.00, 0.00, 0.00, 0.00]
}


Record 9
{
  "formula": "C8H15N",
  "method": "ωB97M-V with the def2-TZVPD basis set",
  "de_lowest_ev": 4.630,
  "e_homo_ha": [-0.2687, -0.3135],
  "gap_ev": [6.5418, 8.4988],
  "symbols": ["C", "C", "C", "C", "C", "N", "H", "H", "H", "H", "H", "H", "H", "H", "H", "C", "C", "C", "H", "H", "H", "H", "H", "H"],
  "positions_angstrom": [[1.771, 1.091, 1.420], [0.499, -0.109, -2.046], [1.690, 0.304, 0.274], [0.357, 0.432, -0.628], [-0.227, 1.676, -0.528], [2.595, -0.553, -0.062], [2.263, -1.229, -0.746], [0.262, -0.126, 1.982], [2.546, 0.860, 2.136], [1.174, 1.969, 1.588], [1.313, 0.399, -2.564], [0.704, -1.180, -2.067], [-0.416, 0.058, -2.614], [-0.303, 2.214, 0.402], [-0.720, 2.131, -1.377], [-2.199, -0.650, -0.265], [-0.810, -0.889, 0.274], [-0.628, -0.782, 1.731], [-0.332, -1.763, -0.158], [-2.222, -0.621, -1.354], [-2.864, -1.457, 0.058], [-2.608, 0.288, 0.113], [-1.475, -0.326, 2.243], [-0.369, -1.737, 2.189]],
  "lowdin_charge": [0.07, -0.08, -0.44, -0.40, 0.05, 0.16, 0.04, 0.06, 0.07, 0.05, 0.09, 0.07, 0.08, 0.06, 0.07, -0.10, -0.26, -0.09, 0.11, 0.07, 0.08, 0.08, 0.08, 0.09]
}


Record 10
{
  "formula": "C8H15N2P",
  "method": "ωB97M-V with the def2-TZVPD basis set",
  "de_lowest_ev": 2.846,
  "e_homo_ha": -0.2883,
  "gap_ev": 7.8826,
  "smiles": "CCN=C=C[C@@H](CC)/P=N/C",
  "symbols": ["C", "C", "N", "C", "C", "C", "C", "C", "P", "N", "C", "H", "H", "H", "H", "H", "H", "H", "H", "H", "H", "H", "H", "H", "H", "H"],
  "positions_angstrom": [[1.640, 3.583, -1.515], [0.217, 3.145, -1.323], [0.078, 1.713, -1.490], [0.322, 0.839, -0.690], [0.533, -0.266, -0.077], [-0.358, -1.096, 0.728], [-1.567, -0.337, 1.211], [-1.232, 0.860, 2.090], [-0.786, -2.567, -0.438], [0.233, -3.651, 0.012], [0.291, -4.940, -0.373], [1.861, 3.488, -2.581], [1.783, 4.621, -1.352], [2.265, 3.128, -0.826], [-0.451, 3.731, -2.005], [-0.278, 3.543, -0.376], [1.684, -0.522, 0.157], [0.283, -1.607, 1.566], [-2.136, -1.089, 1.901], [-2.021, -0.058, 0.263], [-2.093, 1.212, 2.444], [-0.544, 0.660, 2.895], [-0.719, 1.522, 1.409], [1.365, -5.158, -0.295], [0.151, -5.237, -1.462], [-0.518, -5.519, 0.127]],
  "lowdin_charge": [-0.09, -0.29, 0.10, -0.17, -0.21, -0.58, -0.30, -0.08, 0.99, -0.41, -0.33, 0.09, 0.06, 0.05, 0.11, 0.12, 0.17, 0.13, 0.14, 0.10, 0.03, 0.09, 0.05, 0.07, 0.07, 0.09]
}


Record 11
{
  "formula": "C8H15N2P",
  "method": "ωB97M-V with the def2-TZVPD basis set",
  "de_lowest_ev": 2.048,
  "e_homo_ha": [-0.2229, -0.2506],
  "gap_ev": [6.1961, 7.3822],
  "symbols": ["C", "C", "C", "C", "C", "C", "C", "C", "N", "N", "P", "H", "H", "H", "H", "H", "H", "H", "H", "H", "H", "H", "H", "H", "H", "H"],
  "positions_angstrom": [[-0.765, -0.463, -0.819], [-1.382, 0.654, -0.301], [-0.823, -1.781, 0.041], [-2.509, 0.558, 0.573], [1.907, -0.247, 1.536], [1.378, -1.623, 1.195], [0.194, -0.367, -1.938], [-0.803, 1.999, -0.547], [1.010, 0.271, 2.559], [-0.064, -1.500, 1.307], [-0.525, -0.512, 2.547], [-1.821, -1.913, 0.463], [-0.264, -2.650, -0.416], [-2.668, 1.440, 1.112], [-2.890, -0.368, 0.883], [2.935, -0.271, 1.924], [1.880, 0.394, 0.671], [1.621, -2.106, 0.208], [1.636, -2.353, 1.809], [0.926, 0.393, -1.748], [-0.255, -0.066, -2.962], [0.753, -1.284, -2.071], [0.111, 1.910, 0.016], [-1.483, 2.834, -0.189], [-0.559, 2.141, -1.560], [1.106, 1.269, 2.685]],
  "lowdin_charge": [-0.25, -0.41, -0.14, 0.01, -0.25, -0.22, -0.09, -0.06, -0.28, -0.41, 0.94, 0.08, 0.12, 0.02, 0.01, 0.11, 0.09, 0.13, 0.06, 0.05, 0.12, 0.06, 0.07, 0.11, 0.06, 0.07]
}


Record 12
{
  "formula": "C8H15N4O",
  "method": "ωB97M-V with the def2-TZVPD basis set",
  "de_lowest_ev": 2.327,
  "e_homo_ha": -0.5031,
  "charge": 1,
  "gap_ev": 8.9150,
  "symbols": ["C", "C", "C", "C", "C", "C", "C", "C", "N", "N", "N", "N", "O", "H", "H", "H", "H", "H", "H", "H", "H", "H", "H", "H", "H", "H", "H", "H"],
  "positions_angstrom": [[2.865, 0.494, -1.048], [-1.063, 0.939, -0.716], [-1.271, 1.980, -1.790], [-1.228, -1.095, 1.515], [-0.585, -2.658, -0.189], [3.754, 0.596, 1.419], [-1.604, -0.495, -0.845], [-1.156, -1.417, 0.152], [2.185, -0.924, 0.345], [1.599, -1.167, -0.730], [2.961, 0.105, 0.235], [1.958, -0.288, -1.665], [-0.443, 1.220, 0.309], [3.416, 1.380, -1.559], [-2.336, 1.984, -2.146], [-0.708, 1.703, -2.689], [-1.135, 2.912, -1.330], [-0.818, -1.964, 2.070], [-0.541, -0.292, 1.743], [-2.235, -0.743, 1.848], [-0.566, -3.444, 0.536], [-0.791, -2.982, -1.256], [0.406, -2.225, -0.312], [3.531, 1.670, 1.562], [3.363, -0.187, 2.188], [4.833, 0.320, 1.263], [-2.792, -0.456, -0.683], [-1.452, -0.781, -1.896]],
  "lowdin_charge": [-0.11, -0.39, 0.01, 0.00, 0.00, 0.04, -0.06, -0.27, 0.03, -0.08, -0.15, 0.06, 0.05, 0.17, 0.11, 0.10, 0.07, 0.12, 0.11, 0.15, 0.11, 0.15, 0.06, 0.10, 0.12, 0.10, 0.22, 0.14]
}